{
  "formula": "C4H9NO3",
  "method": "the ωB97M-V functional and the def2-TZVPD basis",
  "species": ["C", "C", "C", "C", "N", "O", "O", "O", "H", "H", "H", "H", "H", "H", "H", "H", "H"],
  "coordinates": [[-0.1938, -0.4362, -0.3660], [-0.8957, -1.5273, 0.3852], [-0.3757, -0.4395, -1.8506], [0.2631, 0.8242, 0.3455], [0.6651, 2.0464, -0.3249], [-0.2404, 0.9982, 1.6843], [0.9192, 0.9765, 2.5639], [1.1570, -0.2639, 0.0850], [0.7598, 0.0803, 2.9105], [0.9599, 2.6966, 0.4040], [1.5171, 1.8411, -0.8437], [0.0977, -1.3221, -2.2927], [-1.9757, -1.3545, 0.3889], [-0.7006, -2.4983, -0.0823], [-0.5582, -1.5949, 1.4253], [0.0447, 0.4445, -2.3383], [-1.4436, -0.4710, -2.0941]],
  "lowdin_charge": [-0.45, -0.01, -0.01, -0.46, 0.14, -0.06, 0.00, 0.04, 0.10, 0.09, 0.09, 0.09, 0.09, 0.09, 0.08, 0.08, 0.09],
  "orbital_gap_ev": 10.4496,
  "e_lumo_ev": 0.77,
  "smiles": "CC1(C)O[C@]1(N)OO",
  "e_homo_ev": -9.7,
  "e_tot_ha": -438.15869,
  "relative_energy_kj_mol": 447.3
}

---

{
  "formula": "C2H7NO3",
  "method": "the ωB97M-V functional and the def2-TZVPD basis",
  "species": ["C", "O", "O", "H", "H", "H", "H", "N", "C", "O", "H", "H", "H"],
  "coordinates": [[1.2792, -0.5498, -0.1818], [1.8066, 0.7274, -0.0738], [0.7426, -0.8299, -1.4517], [1.0732, 1.3751, -0.1093], [1.3762, -0.5467, -2.1242], [2.1193, -1.2307, 0.0338], [0.4295, -0.7682, 0.6053], [-1.5027, -0.1722, 1.0851], [-1.3267, 0.6758, 0.0022], [-0.7579, 1.7365, 0.0703], [-1.2396, 0.1870, 1.9929], [-2.2230, -0.8766, 1.0704], [-1.7768, 0.2722, -0.9192]],
  "lowdin_charge": [-0.38, -0.04, -0.05, 0.06, 0.10, 0.12, 0.12, 0.10, -0.40, 0.02, 0.11, 0.10, 0.14],
  "orbital_gap_ev": 10.7333,
  "e_lumo_ev": 0.83,
  "smiles": "NC=O.OCO",
  "e_homo_ev": -9.9,
  "e_tot_ha": -360.87090,
  "relative_energy_kj_mol": 112.2
}

---

{
  "formula": "C19H11F2N5",
  "method": "the ωB97M-V functional and the def2-TZVPD basis",
  "species": ["F", "F", "N", "N", "N", "C", "C", "C", "C", "C", "C", "C", "C", "C", "C", "C", "C", "C", "C", "C", "C", "C", "C", "C", "N", "N", "H", "H", "H", "H", "H", "H", "H", "H", "H", "H", "H"],
  "coordinates": [[-4.2420, 4.3126, -4.1577], [-3.6079, -0.3716, -3.3063], [-1.1455, -0.8689, -1.6370], [2.1270, -2.9930, 3.6284], [-1.4393, 1.7143, 0.8544], [-0.3055, -1.2501, -0.7492], [3.1520, -3.1811, 2.7413], [1.2155, -2.0374, 3.3710], [4.3055, -1.7075, -0.2944], [3.0531, -1.0647, -0.0503], [1.3404, -1.3613, 2.1211], [4.4744, -2.6351, 0.7083], [2.4836, -1.6182, 1.1541], [-0.9987, 1.6726, 2.1347], [-1.1173, 0.6970, 0.0788], [-2.9423, 3.6627, -2.4046], [-3.9997, 1.8876, -3.6671], [-0.1130, 0.6054, 2.5541], [-2.2551, 2.6182, -1.7133], [-3.7759, 3.2844, -3.4400], [-3.3735, 0.8832, -2.9013], [-0.1874, -0.3475, 0.4219], [0.3340, -0.3726, 1.6973], [-2.4264, 1.2602, -1.8876], [3.3362, -2.5485, 1.5227], [-1.5674, 0.3748, -1.1542], [0.2206, -2.1780, -0.8425], [3.9232, -3.8829, 3.1599], [0.3839, -1.8682, 4.0608], [5.0933, -1.5418, -0.9355], [2.5244, -0.1883, -0.6485], [5.4431, -3.1952, 0.9505], [-1.3028, 2.4017, 2.9181], [-2.6726, 4.7261, -2.0953], [-4.6548, 1.5742, -4.4808], [0.1229, 0.5071, 3.5520], [-1.4060, 3.0299, -1.2635]],
  "lowdin_charge": [0.07, 0.08, 0.15, 0.05, 0.12, -0.08, -0.05, -0.08, -0.08, -0.03, -0.04, -0.08, -0.17, -0.06, -0.25, 0.00, 0.07, -0.01, -0.03, -0.28, -0.19, -0.06, -0.17, -0.10, -0.06, -0.02, 0.11, 0.14, 0.12, 0.07, 0.14, 0.14, 0.12, 0.14, 0.13, 0.08, 0.09],
  "orbital_gap_ev": 7.4478,
  "e_lumo_ev": -0.47,
  "smiles": "Fc1ccc(-n2ncc3c(-c4cncn5cccc45)ccnc32)c(F)c1",
  "e_homo_ev": -7.9,
  "e_tot_ha": -1204.03884
}

---

{
  "formula": "C6H8N2",
  "method": "the ωB97M-V functional and the def2-TZVPD basis",
  "species": ["C", "C", "C", "C", "C", "C", "H", "H", "H", "H", "H", "H", "H", "H", "N", "N"],
  "coordinates": [[-1.4339, -0.1414, -0.1413], [-0.6523, 1.1612, -0.2220], [1.3075, -0.0199, -0.2833], [0.5743, -1.2361, -0.2730], [0.6665, -0.4679, 1.0596], [-0.6284, 0.2738, 1.0620], [-0.8873, -1.3734, -1.7350], [-2.4932, 0.0663, -0.3203], [-1.2366, 2.0318, -0.1818], [1.2198, 2.0783, -0.6193], [2.4094, 0.0084, -0.1928], [1.0170, -2.1510, -0.5461], [1.3416, -0.7204, 1.9464], [-1.0628, 0.6417, 2.0080], [-0.8299, -1.3366, -0.6775], [0.6884, 1.1852, -0.8835]],
  "lowdin_charge": [-0.23, -0.19, -0.25, -0.25, -0.09, -0.15, 0.14, 0.14, 0.11, 0.14, 0.15, 0.12, 0.15, 0.13, 0.03, 0.03],
  "orbital_gap_ev": 9.0901,
  "e_lumo_ev": 0.99,
  "smiles": "N1[C@@H]2[C@@H]3N[C@@H]4[C@H]1[C@@H]4[C@H]23",
  "e_homo_ev": -8.1,
  "e_tot_ha": -342.83489,
  "relative_energy_kj_mol": 260.0
}